Below is an isolated ion of composition C5H2O5 and charge -2 at a distorted geometry, with properties calculated with ωB97M-V/def2-TZVPD.

```
12
Properties=species:S:1:pos:R:3
O 1.420 -0.003 0.059
O -2.778 2.168 0.029
O -0.005 -2.490 -0.022
O -2.754 -0.042 -0.063
O -2.795 -2.340 0.074
C -0.649 1.211 0.051
C -1.998 1.201 -0.022
C -2.098 -1.272 0.000
C 0.154 0.008 -0.016
C -0.673 -1.163 0.017
H 0.676 -2.425 -0.723
H -0.114 2.121 0.109
```

Properties
**Molecular weight**: 142.066 g/mol
**SMILES**: O=c1cc([O-])oc([O-])c1O
**Energy relative to the best compared isomer or geometry (same formula, charge and spin)**: 0.0 kJ/mol
**Total charge**: -2
**Maximum force**: 2.7 eV/A

Here are the natural (NBO) charges for atoms 1 to 2, given in e: O -0.802; O -0.789

=====

Below is C5H2O5Sn as an isolated structure at a distorted geometry, with properties calculated with ωB97M-V/def2-TZVPD.

```
13
Properties=species:S:1:pos:R:3
Sn -0.034 0.039 -0.014
O 2.471 1.816 -1.304
O 0.437 1.517 2.936
O -0.513 -1.428 -2.968
O -2.621 -1.643 1.241
O 2.008 -2.334 0.841
C 0.221 1.080 1.911
C 1.551 1.292 -0.894
C -1.809 -0.991 0.785
C -0.406 -0.865 -1.988
C 1.324 -1.540 0.555
H -1.247 1.735 -0.138
H -1.380 1.322 -0.964
```

Properties
**Molecular weight**: 260.777 g/mol
**Total charge**: +2
**Electronic energy**: -781.19802 Eh
**Maximum force**: 7.9 eV/A

Here are the natural (NBO) charges for atoms 1 to 2, given in e: Sn 0.521; O -0.242

=====

Below is C5H2OS as an isolated structure at a distorted geometry, with properties calculated with ωB97M-V/def2-TZVPD.

```
9
Properties=species:S:1:pos:R:3
S -2.786 0.027 -0.034
O 1.622 -1.041 -0.049
C 0.291 -1.208 0.008
C 1.471 0.400 -0.080
C -1.355 0.772 0.014
C 2.558 1.149 0.018
C -0.063 0.147 -0.067
H -1.474 1.935 0.074
H -0.264 -2.180 0.116
```

Properties
**Molecular weight**: 110.137 g/mol
**Energy relative to the best compared isomer or geometry (same formula, charge and spin)**: 168.8 kJ/mol
**Spin multiplicity**: 3
**Total charge**: 0
**Expectation value of S²**: 2.031
**Maximum force**: 4.4 eV/A

Here are the natural (NBO) charges for atoms 1 to 2, given in e: S 0.449; O -0.356

=====

Below is a 10-piece molecular cluster, C5H30N2O10 overall at a distorted geometry, with properties calculated with ωB97M-V/def2-TZVPD.

```
47
Properties=species:S:1:pos:R:3
O -1.185 -0.597 3.225
O -3.542 -0.572 2.119
O -1.172 -2.293 0.947
O -2.360 -1.316 -1.262
O -1.277 2.620 2.468
O 2.355 2.859 1.371
O -0.594 -1.601 -3.411
O 3.086 -0.203 -4.165
O -0.100 0.680 5.207
O 1.311 2.568 3.704
N 0.434 0.252 -2.545
N 0.949 -3.151 -1.654
C 1.167 0.912 -1.427
C 0.340 -1.097 -2.749
C -0.783 1.050 -2.877
C 1.482 -1.914 -2.284
C 0.762 0.629 -0.024
H -0.175 1.240 0.086
H -0.494 2.139 2.774
H -1.154 0.717 -3.866
H 2.224 -2.233 -3.034
H 1.970 -1.438 -1.437
H -0.426 2.106 -3.128
H -0.521 0.650 4.321
H 0.309 -0.188 5.309
H 2.512 0.057 -4.896
H -4.271 0.010 1.878
H -1.323 -3.216 1.167
H 1.499 1.026 0.706
H 2.263 2.576 2.313
H 0.623 3.231 3.575
H 0.286 -3.603 -2.269
H -1.577 1.014 -2.136
H -1.766 -1.534 -2.049
H -1.731 1.836 2.116
H -1.615 -2.058 0.077
H -2.167 -0.717 3.242
H 0.312 -2.912 -0.891
H -0.889 -1.139 2.485
H -3.081 -0.675 1.265
H 1.031 1.917 4.379
H 2.256 0.480 -1.495
H 2.795 3.706 1.455
H 1.193 1.992 -1.681
H 2.571 0.253 -3.488
H 0.583 -0.390 0.356
H -3.214 -1.558 -1.629
```

Properties
**Molecular weight**: 278.299 g/mol
**SMILES**: CCN(C)C(=O)CN.O.O.O.O.O.O.O.O.O
**Energy relative to the best compared isomer or geometry (same formula, charge and spin)**: 204.8 kJ/mol
**Total charge**: 0
**Maximum force**: 4.6 eV/A

Here are the natural (NBO) charges for atoms 1 to 2, given in e: O -1.019; O -0.954